C31H60F3GaNO19 | ωB97M-V/def2-TZVPD

The calculation puts the energy at -134042.1725 eV. The calculation puts the HOMO energy at -4.41 eV.

ORCA input file:
```
! RIJCOSX wB97M-V def2-TZVPD def2/J DEFGRID3
* xyz -1 1
H -0.837 -15.543 3.445
C -4.405 -12.447 4.740
H 3.305 2.626 -1.965
C -1.787 -16.076 3.438
C -4.360 9.464 -0.075
H 1.165 -1.577 -0.198
O 7.607 0.539 -3.045
C -5.360 -5.023 1.454
C -3.081 -14.295 4.180
H 5.681 0.550 -2.238
C -0.615 5.840 -0.089
C 9.465 3.487 -2.975
H -5.116 2.979 1.478
O -2.028 5.977 0.059
H -6.131 4.338 0.993
H -4.477 -12.866 5.743
C -6.426 -1.019 -0.902
C -4.843 -8.011 0.993
C -5.743 3.365 0.663
O -3.755 7.175 0.532
C 13.063 8.836 -4.175
H -0.098 6.135 0.822
H -0.432 4.789 -0.291
H -4.843 9.093 -0.980
F -3.577 -1.821 -0.828
H -5.345 -4.659 0.427
H 13.586 9.977 -2.419
O 10.983 9.791 -2.784
H -5.597 -0.054 -2.669
C -2.427 7.173 0.482
H 14.846 9.909 -3.656
H 10.786 4.406 -1.557
O -2.481 -14.258 5.223
H 8.633 4.176 -2.832
O 8.959 2.194 -3.343
C -5.640 -1.582 0.240
H -9.449 1.959 2.223
C -4.357 8.391 0.993
H -7.418 -0.777 -0.509
H -4.834 0.435 -1.138
H -1.805 -16.787 2.618
O -4.606 -8.891 0.013
C 11.111 8.601 -2.905
H -2.431 -11.611 5.001
C -3.424 -11.298 4.681
H 6.908 -0.334 -1.297
H 8.675 8.950 -2.123
C 0.146 -1.369 0.128
H 6.308 -1.003 -2.829
C 3.308 2.626 -0.877
H -3.347 -10.914 3.664
H 10.035 3.821 -3.839
H -3.345 9.767 -0.328
C 10.354 3.424 -1.752
C -8.438 2.369 2.248
H 3.578 3.613 -0.515
H -7.279 -5.977 1.294
H -6.585 -1.846 -1.608
H -0.473 -2.240 -0.086
H 9.642 8.616 -0.664
H -6.188 3.010 -2.432
H 13.552 8.214 -4.921
O 12.075 7.978 -3.581
Ga -6.930 1.879 -1.539
C 9.241 8.194 -1.584
O 0.296 1.044 -0.232
H 12.566 9.659 -4.688
C -8.062 2.903 0.867
F -3.664 -2.341 1.290
H -5.375 8.108 1.252
H -5.723 -4.226 2.099
C -4.352 -1.899 0.241
H -3.449 -10.446 -0.570
O 10.300 7.675 -2.395
C -6.258 -6.233 1.568
H -1.922 -16.594 4.384
H 8.601 7.348 -1.352
H -4.906 10.339 0.278
H 4.030 1.897 -0.510
C -3.457 -9.709 0.228
H -6.267 -6.638 2.580
C -0.418 -0.158 -0.581
H -5.121 3.563 -0.211
H -8.429 1.587 -2.018
O -5.889 -7.277 0.644
O -4.071 -13.491 3.807
H -3.510 -10.211 1.191
C 14.065 9.336 -3.157
O 2.009 2.343 -0.359
H -0.263 6.444 -0.925
C 1.468 1.213 -0.826
H -8.388 3.182 2.975
H -4.338 -5.263 1.744
H -3.852 8.727 1.899
O -2.864 -15.169 3.194
O -8.821 3.681 0.314
H -1.443 0.024 -0.266
O 1.973 0.493 -1.650
C -5.781 0.192 -1.622
H 14.526 8.497 -2.635
N -6.848 2.444 0.351
F -6.311 -1.798 1.403
H 0.157 -1.206 1.206
O 7.411 2.342 -1.701
H -0.416 -0.284 -1.663
H 9.792 3.114 -0.873
H -5.397 -12.118 4.438
H -2.551 -9.107 0.177
H -7.745 1.583 2.549
C 6.559 -0.089 -2.299
H -3.755 -10.488 5.329
O -1.702 8.087 0.788
H 11.163 2.709 -1.906
O -4.214 -7.929 2.017
C 7.944 1.749 -2.604
*
```